Below is C22H25FN4O3 in the gas phase, with properties calculated with ωB97M-V/def2-TZVPD.

Properties
molecular weight: 412.46 g/mol
total charge: 0
gap between HOMO and LUMO: 8.449 eV
SMILES: Cc1cccc(C(=O)N2CCN(CCNC(=O)C(=O)Nc3ccc(F)cc3)CC2)c1
LUMO: 0.2377 eV
largest force on an atom: 0.71 eV/A
energy relative to the best compared isomer or geometry (same formula, charge and spin): 0.0 kcal per mole

Each line ends with the Löwdin charge.
Element x y z (Å)
C: -3.157 -2.031 -0.562  -0.039
C: -1.848 -2.747 -0.416  -0.259
C: -1.667 -4.032 -0.908  -0.045
C: -0.456 -4.685 -0.754  -0.069
C: 0.596 -4.060 -0.110  -0.022
C: 0.439 -2.765 0.368  -0.150
C: 1.546 -2.114 1.136  -0.421
O: 1.975 -2.603 2.166  0.072
N: 2.010 -0.941 0.642  -0.029
C: 1.662 -0.378 -0.639  -0.114
C: 2.940 -0.040 -1.432  -0.143
N: 3.917 0.726 -0.703  -0.179
C: 4.007 2.147 -0.863  -0.173
C: 3.104 3.076 -0.013  -0.138
N: 1.711 2.976 -0.358  0.090
C: 0.744 2.657 0.504  -0.430
O: 0.871 2.489 1.708  0.058
C: -0.612 2.453 -0.184  -0.389
O: -0.754 2.635 -1.380  0.076
N: -1.519 2.021 0.711  0.151
C: -2.850 1.648 0.530  -0.226
C: -3.485 1.757 -0.706  -0.008
C: -4.804 1.367 -0.839  -0.002
C: -5.476 0.871 0.263  -0.283
F: -6.763 0.489 0.132  0.059
C: -4.864 0.756 1.499  -0.011
C: -3.547 1.147 1.629  -0.016
C: 4.210 0.137 0.584  -0.142
C: 2.953 -0.153 1.413  -0.102
C: -0.784 -2.122 0.222  0.003
H: -3.567 -1.785 0.416  0.080
H: -3.022 -1.097 -1.106  0.075
H: -3.879 -2.644 -1.096  0.078
H: -2.485 -4.530 -1.409  0.108
H: -0.334 -5.689 -1.135  0.103
H: 1.540 -4.565 0.027  0.118
H: 1.072 -1.096 -1.210  0.127
H: 1.058 0.524 -0.492  0.099
H: 2.668 0.485 -2.349  0.123
H: 3.416 -0.990 -1.709  0.126
H: 3.830 2.370 -1.919  0.119
H: 5.039 2.434 -0.631  0.120
H: 3.445 4.105 -0.171  0.124
H: 3.189 2.840 1.049  0.116
H: 1.429 3.085 -1.325  0.148
H: -1.141 1.951 1.656  0.145
H: -2.941 2.144 -1.552  0.105
H: -5.312 1.444 -1.787  0.122
H: -5.418 0.366 2.339  0.121
H: -3.051 1.064 2.584  0.119
H: 4.879 0.795 1.139  0.125
H: 4.730 -0.812 0.401  0.128
H: 3.207 -0.732 2.303  0.125
H: 2.464 0.776 1.723  0.104
H: -0.915 -1.123 0.618  0.122

=====

Below is C22H25FeN3O5S as an isolated structure at a distorted geometry, with properties calculated with ωB97M-V/def2-TZVPD.

Properties
molecular weight: 499.37 g/mol
total charge: +1
gap between HOMO and LUMO (spin up / spin down): 7.528 / 8.007 eV
LUMO (spin up / spin down): -4.3132 / -3.9012 eV
multiplicity: 2
largest force on an atom: 1.32 eV/A
energy relative to the best compared isomer or geometry (same formula, charge and spin): 7.3 kcal per mole

Each line ends with the Mulliken spin population.
Element x y z (Å)
Fe: 0.246 0.943 -0.390  1.100
C: 4.432 0.304 -0.610  -0.003
C: 4.914 1.606 -0.556  0.003
C: 4.022 2.663 -0.529  0.000
C: 2.663 2.396 -0.532  -0.020
N: 2.205 1.132 -0.587  -0.039
C: 3.068 0.113 -0.632  -0.009
C: 1.584 3.371 -0.479  0.031
C: 1.742 4.718 -0.169  -0.010
C: 0.634 5.546 -0.108  0.023
C: -0.635 5.038 -0.351  -0.016
C: -0.803 3.688 -0.653  0.042
C: 0.309 2.861 -0.714  -0.116
H: 5.099 -0.545 -0.646  0.000
H: 5.979 1.794 -0.539  0.000
H: 4.380 3.682 -0.514  0.000
H: 2.635 -0.870 -0.701  0.007
H: 2.724 5.121 0.048  0.000
H: 0.759 6.591 0.138  0.001
H: -1.499 5.687 -0.304  -0.001
H: -1.797 3.306 -0.836  -0.001
O: -4.037 0.673 3.498  0.000
C: -4.568 0.858 2.299  0.000
O: -5.745 1.001 2.117  0.000
C: -3.635 0.876 1.128  0.001
C: -4.076 0.983 -0.173  0.002
N: -2.989 0.985 -0.967  0.005
N: -1.863 0.887 -0.255  -0.016
C: -2.237 0.823 1.012  0.011
C: -1.131 0.699 1.993  -0.015
O: -1.332 0.505 3.173  0.008
O: 0.037 0.795 1.433  0.001
H: -3.055 0.586 3.474  0.000
H: -5.082 1.069 -0.549  0.000
H: -2.957 1.019 -1.973  0.001
C: 1.977 -2.332 2.437  0.000
C: 1.459 -3.518 1.628  0.000
C: 1.208 -3.155 0.165  0.001
S: -0.238 -2.073 0.065  0.009
O: 0.084 -0.989 -0.994  -0.004
C: -1.388 -3.170 -0.770  0.000
C: -1.055 -3.456 -2.227  0.001
C: -2.126 -4.345 -2.855  0.000
H: 2.036 -2.588 3.494  0.000
H: 1.327 -1.458 2.346  0.001
H: 2.980 -2.049 2.111  0.000
H: 0.532 -3.891 2.072  0.000
H: 2.178 -4.338 1.664  0.000
H: 1.040 -4.032 -0.457  0.000
H: 2.028 -2.578 -0.252  0.001
H: -2.360 -2.680 -0.680  0.000
H: -1.409 -4.075 -0.154  0.001
H: -0.085 -3.950 -2.309  0.000
H: -0.984 -2.513 -2.768  0.000
H: -2.162 -5.323 -2.374  0.000
H: -1.918 -4.499 -3.913  0.000
H: -3.115 -3.890 -2.772  0.000

=====

Below is C22H25GeIN3Se3TeV as an isolated structure, with properties calculated with ωB97M-V/def2-TZVPD.

Properties
molecular weight: 946.40 g/mol
total charge: -1
gap between HOMO and LUMO (spin up / spin down): 6.824 / 5.453 eV
LUMO (spin up / spin down): 1.5550 / 0.1881 eV
multiplicity: 4
largest force on an atom: 0.73 eV/A
energy relative to the best compared isomer or geometry (same formula, charge and spin): 47.1 kcal per mole

Each line ends with the Mulliken spin population.
Element x y z (Å)
V: 0.067 0.410 0.153  2.272
Se: -2.385 -0.037 -3.552  0.765
Se: -0.281 -0.126 -4.273  0.255
Te: 1.138 -0.710 -2.185  -0.005
Se: 1.712 1.546 -1.242  -0.049
I: -1.634 -2.004 0.474  0.000
C: -3.373 -0.929 0.135  -0.038
C: -4.587 -1.548 0.188  0.007
C: -5.760 -0.789 -0.020  -0.008
C: -5.668 0.549 -0.265  0.009
C: -4.407 1.198 -0.322  -0.015
C: -4.316 2.590 -0.574  0.024
C: -3.095 3.192 -0.613  0.007
C: -1.918 2.434 -0.413  0.002
C: -1.929 1.075 -0.185  -0.017
C: -3.216 0.459 -0.122  -0.093
H: -4.655 -2.609 0.393  0.001
H: -6.725 -1.276 0.026  0.000
H: -6.560 1.145 -0.416  0.000
H: -5.228 3.157 -0.721  0.003
H: -3.019 4.258 -0.796  -0.001
H: -0.971 2.965 -0.458  -0.004
N: -0.293 0.924 2.099  -0.071
C: -0.498 1.213 3.203  0.109
C: -0.737 1.536 4.527  0.010
C: 0.274 1.286 5.487  0.002
N: 1.099 1.087 6.269  0.007
C: -1.964 2.130 4.908  0.002
N: -2.963 2.617 5.219  0.006
C: 4.890 -5.659 1.569  0.000
C: 4.249 -4.635 0.643  -0.002
C: 3.526 -3.525 1.402  -0.002
C: 2.911 -2.463 0.493  -0.011
Ge: 1.792 -1.098 1.420  -0.163
C: 3.059 0.167 2.280  -0.004
C: 4.182 -0.408 3.140  0.001
C: 3.703 -1.186 4.358  -0.006
C: 4.857 -1.692 5.213  0.000
H: 5.392 -6.456 1.017  0.000
H: 4.143 -6.124 2.216  0.000
H: 5.631 -5.188 2.219  0.000
H: 3.538 -5.131 -0.027  0.000
H: 5.011 -4.188 -0.005  0.000
H: 4.228 -3.070 2.107  0.001
H: 2.740 -3.972 2.021  0.002
H: 2.285 -2.976 -0.249  0.006
H: 3.692 -1.947 -0.078  -0.004
H: 1.117 -1.925 2.558  0.004
H: 2.459 0.863 2.875  -0.003
H: 3.484 0.758 1.463  0.000
H: 4.832 0.409 3.482  0.000
H: 4.828 -1.051 2.529  0.000
H: 3.090 -2.032 4.034  0.003
H: 3.042 -0.554 4.957  0.001
H: 5.507 -2.362 4.643  0.000
H: 4.501 -2.240 6.087  0.000
H: 5.475 -0.866 5.572  0.000

=====

Below is C22H25HoN2O4 as an isolated structure at a distorted geometry, with properties calculated with ωB97M-V/def2-TZVPD.

Properties
molecular weight: 546.38 g/mol
total charge: 0
gap between HOMO and LUMO (spin up / spin down): 7.968 / 8.046 eV
LUMO (spin up / spin down): -0.0850 / -0.0750 eV
multiplicity: 5
largest force on an atom: 4.75 eV/A
energy relative to the best compared isomer or geometry (same formula, charge and spin): 29.5 kcal per mole

Each line ends with the Mulliken spin population.
Element x y z (Å)
C: -3.168 2.439 -0.311  -0.002
C: -1.884 2.569 0.338  -0.004
C: -0.881 2.067 -0.546  -0.001
H: -1.707 2.956 1.342  0.001
C: -1.508 1.632 -1.735  -0.004
C: -2.911 1.850 -1.616  -0.007
H: -0.983 1.325 -2.638  0.000
C: -2.833 -1.113 2.418  -0.005
C: -2.213 0.186 2.579  0.002
C: -0.814 0.018 2.261  -0.009
H: -2.705 1.115 2.888  0.002
C: -0.562 -1.362 1.980  -0.006
C: -1.804 -2.044 2.081  -0.002
H: 0.196 2.098 -0.397  0.000
H: -3.646 1.699 -2.412  0.000
H: -4.151 2.703 0.097  -0.001
H: -1.911 -3.127 2.015  0.001
H: -0.037 0.796 2.328  0.001
H: -3.869 -1.347 2.656  0.000
Ho: -2.917 0.210 0.408  4.043
C: 0.803 -2.047 1.887  0.000
C: 0.853 -3.223 2.887  0.000
C: 1.953 -1.085 2.204  0.000
H: 0.695 -2.874 3.911  0.000
H: 1.837 -3.707 2.846  0.000
H: 0.095 -3.988 2.669  0.000
H: 1.843 -0.706 3.226  0.000
H: 1.982 -0.245 1.503  0.000
H: 2.902 -1.633 2.138  0.000
C: 1.021 -2.678 0.476  0.000
C: 1.116 -1.787 -0.846  0.000
H: 0.185 -3.384 0.298  0.000
H: 1.976 -3.263 0.498  0.000
O: 0.152 -1.592 -1.671  0.000
N: 2.327 -1.345 -1.326  0.000
C: 2.133 -0.517 -2.530  0.000
H: 3.207 -1.810 -1.093  0.000
C: 2.423 0.926 -2.242  0.000
C: 1.933 1.943 -3.079  0.000
H: 1.344 1.664 -3.957  0.000
C: 2.220 3.278 -2.799  0.000
H: 1.831 4.058 -3.453  0.000
C: 3.009 3.609 -1.691  0.000
H: 3.233 4.653 -1.477  0.000
C: 3.507 2.601 -0.860  0.000
H: 4.133 2.841 0.001  0.000
C: 3.211 1.260 -1.133  0.000
H: 3.606 0.460 -0.497  0.000
H: 1.072 -0.585 -2.835  0.000
H: 2.764 -0.928 -3.317  0.000
O: -5.751 -1.779 -1.341  0.002
N: -4.797 -1.187 -0.931  -0.004
O: -4.939 -0.346 0.211  -0.007
O: -3.570 -1.253 -1.413  -0.002

=====

Which of these has the lowest total charge? C22H25GeIN3Se3TeV